1.
{
  "formula": "C5H11N2O3",
  "method": "the ωB97M-V functional and the def2-TZVPD basis",
  "elements": ["C", "C", "C", "C", "C", "N", "N", "O", "O", "O", "H", "H", "H", "H", "H", "H", "H", "H", "H", "H", "H"],
  "positions_angstrom": [[1.257, 0.075, 0.245], [-2.464, -0.159, 0.009], [2.480, -0.668, 0.515], [1.246, 1.395, -0.468], [-2.604, -1.501, -0.559], [0.144, -0.505, 0.574], [-1.291, 0.359, 0.279], [-1.235, 1.648, 0.797], [-3.586, 0.530, 0.172], [-0.046, -1.672, 0.889], [2.623, -0.964, 1.571], [3.293, -0.096, 0.339], [2.575, -1.546, -0.018], [0.199, 1.639, -0.904], [2.133, 1.212, -1.224], [1.544, 2.343, 0.039], [-2.325, -1.776, -1.579], [-3.621, -1.673, -0.672], [-1.973, -2.231, 0.206], [-3.517, 1.219, 0.839], [-1.500, 1.548, 1.724]],
  "max_force_ev_per_a": 3.58,
  "multiplicity": 1,
  "total_charge": 1,
  "gap_ev": 9.02,
  "e_above_lowest_kj_mol": 662.2,
  "smiles": "CC(C)=[N+]([O-])/[N+](O)=C(\\C)O"
}



2.
{
  "formula": "C5H11N2O3",
  "method": "the ωB97M-V functional and the def2-TZVPD basis",
  "elements": ["C", "C", "C", "C", "C", "N", "N", "O", "O", "O", "H", "H", "H", "H", "H", "H", "H", "H", "H", "H", "H"],
  "positions_angstrom": [[-0.287, -0.548, 0.323], [0.633, 0.760, 0.004], [-1.677, -0.469, -0.185], [0.376, -1.858, 0.108], [1.957, 0.579, 0.776], [-0.392, -0.704, 1.727], [-1.213, -0.620, 2.507], [-1.955, -0.583, 3.353], [0.689, 0.522, -1.436], [-0.106, 1.938, 0.239], [-2.280, -1.410, -0.077], [-1.739, -0.164, -1.270], [-2.210, 0.328, 0.294], [0.869, -1.940, -0.907], [-0.189, -2.772, 0.443], [1.287, -1.850, 0.679], [1.853, 0.883, 1.771], [2.701, 1.141, 0.201], [2.219, -0.449, 0.664], [1.325, 1.080, -1.946], [0.229, 2.832, 0.049]],
  "max_force_ev_per_a": 4.49,
  "multiplicity": 1,
  "total_charge": 1,
  "gap_ev": 9.36,
  "e_above_lowest_kj_mol": 553.7,
  "smiles": "CC(O)(O)C(C)(C)N=[N+]=O"
}



3.
{
  "formula": "C5H11N2O5P",
  "method": "the ωB97M-V functional and the def2-TZVPD basis",
  "elements": ["O", "C", "C", "C", "P", "O", "O", "C", "O", "H", "H", "H", "H", "H", "H", "H", "C", "O", "N", "N", "H", "H", "H", "H"],
  "positions_angstrom": [[-1.909, 0.200, -4.291], [-1.409, 0.448, -3.214], [-1.569, 1.747, -2.410], [-1.221, 1.238, -1.011], [-0.920, 2.615, 0.193], [-2.163, 2.267, 1.226], [0.322, 1.971, 1.071], [-0.121, 0.247, -1.320], [-0.638, -0.415, -2.522], [-0.884, 2.491, -2.793], [-2.607, 2.032, -2.502], [-2.086, 0.670, -0.672], [-2.322, 1.319, 1.230], [0.034, 1.906, 1.981], [0.817, 0.690, -1.630], [-0.008, -0.501, -0.553], [1.778, -2.085, 1.849], [1.061, -1.414, 1.124], [1.887, -3.441, 1.717], [2.530, -1.523, 2.843], [2.472, -4.008, 2.298], [1.349, -3.875, 0.992], [2.478, -0.529, 2.948], [3.130, -2.050, 3.447]],
  "max_force_ev_per_a": 1.48,
  "multiplicity": 1,
  "total_charge": 0,
  "gap_ev": 9.56,
  "e_above_lowest_kj_mol": 0.0,
  "smiles": "O=C1C[C@H](P(O)O)CO1.NC(N)=O"
}



4.
{
  "formula": "C5H11N2P",
  "method": "the ωB97M-V functional and the def2-TZVPD basis",
  "elements": ["C", "C", "C", "C", "C", "N", "N", "P", "H", "H", "H", "H", "H", "H", "H", "H", "H", "H", "H"],
  "positions_angstrom": [[-0.096, -1.401, -0.141], [0.393, -0.089, 0.415], [0.878, -2.532, 0.213], [-0.348, 0.594, 1.545], [-0.501, 2.516, -1.184], [-0.245, -1.396, -1.612], [-0.332, 1.116, -1.249], [-0.412, -0.056, -2.395], [-1.034, -1.582, 0.280], [1.580, 0.161, 0.420], [0.621, -2.999, 1.180], [1.909, -2.275, 0.441], [0.900, -3.320, -0.478], [-1.495, 0.689, 1.715], [0.022, 1.677, 1.723], [-0.087, 0.171, 2.503], [-1.546, 2.776, -1.269], [-0.296, 2.792, -0.189], [0.089, 3.158, -1.918]],
  "max_force_ev_per_a": 3.37,
  "multiplicity": 1,
  "total_charge": 0,
  "gap_ev": 8.51,
  "e_above_lowest_kj_mol": 265.3
}



5.
{
  "formula": "C5H11N2S",
  "method": "the ωB97M-V functional and the def2-TZVPD basis",
  "elements": ["C", "C", "C", "C", "C", "N", "N", "S", "H", "H", "H", "H", "H", "H", "H", "H", "H", "H", "H"],
  "positions_angstrom": [[1.241, 0.329, -0.641], [-0.686, -1.170, -0.764], [-1.913, -0.382, -0.075], [-2.412, 2.067, 0.209], [4.075, 0.045, 0.166], [0.587, -0.755, -0.275], [-2.147, 0.893, -0.571], [2.681, 1.033, -0.536], [-0.695, -2.276, -0.633], [-0.829, -0.686, -1.822], [-2.858, -0.944, -0.380], [-1.591, -0.428, 0.953], [-2.340, 3.107, -0.200], [-1.743, 2.113, 1.118], [-3.473, 1.895, 0.509], [3.923, -0.542, 1.031], [5.014, 0.646, 0.261], [4.218, -0.604, -0.589], [0.781, -1.152, 0.668]],
  "max_force_ev_per_a": 4.10,
  "multiplicity": 1,
  "total_charge": 1,
  "gap_ev": [6.05, 8.07],
  "e_above_lowest_kj_mol": 633.5
}



6.
{
  "formula": "C5H11N2S",
  "method": "the ωB97M-V functional and the def2-TZVPD basis",
  "elements": ["C", "C", "C", "C", "C", "N", "N", "S", "H", "H", "H", "H", "H", "H", "H", "H", "H", "H", "H"],
  "positions_angstrom": [[-0.904, -1.015, 0.008], [0.602, 1.541, 0.516], [1.168, 0.108, 0.551], [0.282, -1.583, 1.976], [-1.075, 0.535, -2.705], [-0.065, 1.783, -0.698], [0.113, -0.860, 0.736], [-1.288, 0.701, -0.900], [-1.672, -1.796, 0.006], [-0.037, 1.743, 1.407], [1.329, 2.346, 0.536], [1.676, -0.010, -0.437], [1.868, -0.137, 1.377], [0.884, -1.065, 2.712], [0.793, -2.442, 1.879], [-0.707, -1.659, 2.234], [-1.757, 0.012, -3.226], [-0.055, 0.297, -2.973], [-1.156, 1.500, -2.998]],
  "max_force_ev_per_a": 3.82,
  "multiplicity": 1,
  "total_charge": 1,
  "gap_ev": [7.35, 7.34],
  "e_above_lowest_kj_mol": 511.0,
  "smiles": "CN1C=S(C)#[N+]CC1"
}



7.
{
  "formula": "C5H11N2S2",
  "method": "the ωB97M-V functional and the def2-TZVPD basis",
  "elements": ["C", "C", "C", "C", "C", "N", "N", "S", "S", "H", "H", "H", "H", "H", "H", "H", "H", "H", "H", "H"],
  "positions_angstrom": [[0.080, -0.079, 2.037], [-0.231, -0.070, -1.301], [-0.567, -0.586, 3.269], [-0.018, 1.998, -0.184], [0.368, -0.718, -3.743], [-0.611, -0.012, 0.998], [-0.223, 0.562, -0.182], [1.840, 0.224, 2.105], [0.170, 0.740, -2.754], [1.704, 0.253, 3.362], [-0.694, -1.057, -1.273], [-0.563, 0.224, 3.998], [0.023, -1.455, 3.573], [-1.568, -0.892, 3.121], [0.171, 2.196, 0.906], [-1.057, 2.389, -0.451], [0.788, 2.342, -0.741], [0.246, -1.515, -3.070], [1.375, -0.720, -4.348], [-0.346, -0.808, -4.545]],
  "max_force_ev_per_a": 4.52,
  "multiplicity": 1,
  "total_charge": 1,
  "gap_ev": 9.05,
  "e_above_lowest_kj_mol": 264.8
}



8.
{
  "formula": "C5H11N3",
  "method": "the ωB97M-V functional and the def2-TZVPD basis",
  "elements": ["C", "C", "C", "C", "C", "H", "H", "H", "H", "H", "H", "H", "H", "H", "H", "H", "N", "N", "N"],
  "positions_angstrom": [[-1.321, -0.020, -0.207], [-0.036, 0.645, -0.801], [0.882, -0.513, -0.960], [-0.391, -0.178, 1.007], [0.279, 1.182, 0.640], [-2.696, -1.515, -0.406], [-1.338, -1.941, -1.059], [-2.083, 0.786, -0.167], [-0.249, 1.408, -1.559], [1.953, -0.356, -1.096], [0.600, -1.201, -1.745], [0.663, -2.009, 0.591], [-0.725, -0.511, 1.995], [-0.280, 2.101, 0.775], [2.064, 2.338, 1.070], [2.257, 0.519, 1.183], [-1.932, -1.121, -0.951], [0.674, -0.978, 0.452], [1.677, 1.364, 1.238]],
  "max_force_ev_per_a": 3.72,
  "multiplicity": 1,
  "total_charge": 0,
  "gap_ev": 9.17,
  "e_above_lowest_kj_mol": 209.8
}



9.
{
  "formula": "C5H11N3",
  "method": "the ωB97M-V functional and the def2-TZVPD basis",
  "elements": ["C", "C", "C", "C", "C", "H", "H", "H", "H", "H", "H", "H", "H", "H", "H", "H", "N", "N", "N"],
  "positions_angstrom": [[2.141, -0.605, -0.997], [0.128, 0.464, -0.466], [-1.723, 2.007, 0.443], [0.047, -1.804, 0.855], [-0.988, -0.955, 1.472], [2.866, 0.175, -0.632], [2.549, -1.039, -1.977], [1.692, -1.425, -0.079], [0.745, 0.439, -2.345], [-1.630, 0.525, 1.498], [-1.112, 3.243, 0.916], [-2.936, 2.235, -0.365], [0.810, -2.141, 1.571], [0.086, -2.218, -0.361], [-1.917, -0.757, 0.780], [-1.133, -0.754, 2.484], [0.961, 0.049, -1.436], [-0.859, 1.320, -0.677], [0.233, -0.358, 0.780]],
  "max_force_ev_per_a": 5.58,
  "multiplicity": 1,
  "total_charge": 0,
  "gap_ev": 8.49,
  "e_above_lowest_kj_mol": 1099.7
}



10.
{
  "formula": "C5H11N3",
  "method": "the ωB97M-V functional and the def2-TZVPD basis",
  "elements": ["C", "C", "C", "C", "C", "H", "H", "H", "H", "H", "H", "H", "H", "H", "H", "H", "N", "N", "N"],
  "positions_angstrom": [[1.662, -0.439, 0.415], [1.375, 0.895, -0.253], [-1.406, -0.304, 0.702], [-2.698, -0.438, -0.019], [-1.638, -0.969, -0.876], [3.650, -1.458, 0.787], [3.722, 0.209, -0.604], [1.660, -0.363, 1.481], [0.714, -1.228, 0.254], [2.246, 1.226, -0.950], [-1.611, 1.815, 0.060], [-1.352, -0.784, 1.717], [-3.420, 0.312, -0.568], [-3.452, -0.997, 0.446], [-1.399, -2.135, -0.765], [-1.362, -0.287, -1.774], [2.991, -0.907, -0.176], [0.237, 1.434, -0.385], [-0.824, 1.075, 0.577]],
  "max_force_ev_per_a": 5.55,
  "multiplicity": 1,
  "total_charge": 0,
  "gap_ev": 9.39,
  "e_above_lowest_kj_mol": 822.2
}



11.
{
  "formula": "C5H11N3",
  "method": "the ωB97M-V functional and the def2-TZVPD basis",
  "elements": ["C", "C", "N", "N", "N", "H", "H", "H", "H", "H", "H", "H", "C", "C", "C", "H", "H", "H", "H"],
  "positions_angstrom": [[-0.839, 2.442, -0.854], [-0.791, 1.252, 0.058], [-1.561, -0.774, 0.699], [-0.087, 1.415, 1.242], [-1.653, 0.300, -0.142], [-0.492, -1.152, 0.595], [-2.157, -1.499, 0.303], [-0.258, 0.735, 1.966], [0.544, 2.196, 1.309], [0.169, 2.803, -1.061], [-1.395, 3.254, -0.381], [-1.338, 2.176, -1.783], [1.571, -2.673, 0.184], [1.041, -1.409, -0.331], [1.019, -0.403, -1.028], [2.289, -3.120, -0.502], [2.052, -2.512, 1.150], [0.755, -3.378, 0.335], [1.131, 0.348, -1.759]],
  "max_force_ev_per_a": 2.89,
  "multiplicity": 1,
  "total_charge": 0,
  "gap_ev": 8.40,
  "e_above_lowest_kj_mol": 354.4,
  "smiles": "C/C(N)=N/N.C#CC"
}



12.
{
  "formula": "C5H11N3",
  "method": "the ωB97M-V functional and the def2-TZVPD basis",
  "elements": ["C", "C", "C", "C", "C", "N", "N", "N", "H", "H", "H", "H", "H", "H", "H", "H", "H", "H", "H"],
  "positions_angstrom": [[0.744, 1.194, 1.114], [1.345, 0.866, -0.061], [-1.424, 0.434, 2.094], [-2.653, 0.182, 2.702], [0.412, -1.292, -0.752], [-0.451, 0.742, 1.493], [0.889, 0.045, -1.092], [1.692, 0.009, -2.318], [1.418, 1.750, 1.685], [2.079, 1.660, -0.231], [-2.863, -0.949, 2.920], [-3.443, 0.666, 2.044], [-2.625, 0.735, 3.695], [-0.285, -1.307, 0.060], [0.000, -1.865, -1.551], [1.230, -1.893, -0.392], [2.571, -0.638, -2.310], [2.126, 0.982, -2.507], [1.053, -0.187, -3.159]],
  "max_force_ev_per_a": 5.87,
  "multiplicity": 1,
  "total_charge": 2,
  "gap_ev": 9.12,
  "e_above_lowest_kj_mol": 476.9,
  "smiles": "CC#[N+]/C=C\\N(C)[NH3+]"
}